# 1
The following is a quantum chemistry calculation of C4H5N3O in the gas phase in a non-equilibrium geometry, from the Open Molecules 2025 dataset.

Each line ends with the Mulliken charge.
Cartesian coordinates (Å):
O  -0.00273  1.19619  -0.45926  -0.25
N  0.84395  0.73704  -1.50040  -0.46
N  -1.71221  0.17902  0.60136  -0.51
N  -0.82014  -0.41278  1.42590  0.00
C  0.40393  -0.99451  1.12379  -0.01
C  1.29143  -1.13997  0.11562  -0.38
C  1.38253  -0.37410  -1.15125  -0.03
C  -1.36213  0.90017  -0.35740  -0.03
H  2.13492  -1.73292  0.32315  0.34
H  0.70651  -1.47455  2.07441  0.25
H  -2.08030  1.40459  -0.97947  0.44
H  2.02671  -0.72131  -1.97124  0.37
H  -1.24168  -0.91786  2.15459  0.25

Computed properties:
DFT total energy: -10742.583 eV
F_max: 2.67 eV Å⁻¹
Energy above the lowest of the compared OMol25 structures with the same formula, charge and spin: 116.0 kcal per mole
Structure (SMILES): c1cnocn[nH]c1
E_HOMO: -8.7 eV
Orbital gap: 0.3394 Eh


# 2
The following is a quantum chemistry calculation of a molecular structure, C4H5N3O in a non-equilibrium geometry, from the Open Molecules 2025 dataset.

Each line ends with the Mulliken charge.
Cartesian coordinates (Å):
O  1.26986  0.93173  2.20679  -0.47
N  -0.24082  -1.02136  -1.60591  -0.56
N  1.04591  -2.50002  1.86050  -0.52
N  -0.08914  -0.89158  -0.26838  0.00
C  0.80635  -1.45812  1.38168  0.23
C  -0.72174  1.57218  -0.24660  -1.05
C  0.62440  0.19295  1.51270  0.46
C  0.05201  0.37578  0.19564  0.43
H  -0.57844  1.76638  -1.31262  0.33
H  -1.79141  1.42615  -0.07321  0.29
H  0.62403  -0.89950  -2.13519  0.26
H  -0.61120  -1.94206  -1.83078  0.27
H  -0.38981  2.44746  0.31540  0.33

Computed properties:
DFT total energy: -10742.763 eV
F_max: 4.05 eV Å⁻¹
Energy above the lowest of the compared OMol25 structures with the same formula, charge and spin: 111.9 kcal per mole
E_HOMO (spin up / spin down): -9.0 / -9.0 eV
Orbital gap (spin up / spin down): 0.2860 / 0.2862 Eh